Entry 1:
{"formula": "C44H37BrClO28P", "method": "wB97M-V/def2-TZVPD", "elements": ["C", "C", "O", "C", "C", "O", "O", "C", "Br", "C", "C", "C", "P", "O", "Cl", "H", "H", "H", "H", "H", "H", "H", "H", "H", "H", "H", "H", "H", "O", "C", "C", "C", "O", "C", "O", "C", "C", "O", "H", "H", "H", "H", "O", "C", "C", "C", "O", "C", "O", "C", "C", "O", "H", "H", "H", "H", "O", "C", "C", "C", "O", "C", "O", "C", "C", "O", "H", "H", "H", "H", "O", "C", "C", "C", "O", "C", "O", "C", "C", "O", "H", "H", "H", "H", "O", "C", "C", "C", "O", "C", "O", "C", "C", "O", "H", "H", "H", "H", "O", "C", "C", "C", "O", "C", "O", "C", "C", "O", "H", "H", "H", "H"], "coordinates": [[3.086, -1.468, 3.091], [1.773, -2.137, 3.453], [1.128, -2.735, 2.328], [0.411, -1.837, 1.559], [0.548, -2.034, 0.054], [1.166, -2.792, -0.601], [-0.322, -1.043, -0.433], [-1.486, -1.070, 0.380], [-2.900, -1.781, -0.798], [-1.997, 0.327, 0.768], [-0.921, 1.217, 1.406], [-1.155, -1.885, 1.664], [-1.467, -3.742, 1.735], [-1.284, -3.963, 3.350], [-3.519, -3.961, 1.585], [3.536, -1.095, 4.015], [3.789, -2.161, 2.644], [2.951, -0.623, 2.412], [1.092, -1.401, 3.899], [1.925, -2.914, 4.202], [0.806, -0.822, 1.665], [-2.788, 0.160, 1.501], [-2.435, 0.833, -0.090], [-0.050, 1.242, 0.744], [-1.260, 2.241, 1.534], [-0.566, 0.797, 2.348], [-1.418, -1.425, 2.618], [-1.960, -3.455, 3.832], [5.263, -7.294, 7.592], [5.124, -6.532, 6.653], [4.019, -6.596, 5.713], [3.957, -5.723, 4.698], [2.973, -5.726, 3.805], [5.009, -4.665, 4.499], [4.886, -3.918, 3.545], [6.103, -4.586, 5.451], [6.162, -5.459, 6.465], [7.129, -5.450, 7.375], [3.271, -7.361, 5.865], [3.160, -5.005, 3.172], [6.844, -3.813, 5.306], [6.932, -6.185, 7.987], [1.487, -0.042, -7.748], [0.752, -0.279, -6.802], [1.197, -0.276, -5.429], [0.333, -0.545, -4.440], [0.694, -0.544, -3.167], [-1.111, -0.867, -4.717], [-1.844, -1.118, -3.779], [-1.560, -0.852, -6.105], [-0.693, -0.573, -7.086], [-1.035, -0.536, -8.373], [2.232, -0.044, -5.236], [-0.092, -0.776, -2.631], [-2.602, -1.067, -6.298], [-0.221, -0.316, -8.863], [-7.860, 0.335, 6.141], [-6.898, -0.321, 5.793], [-6.837, -1.773, 5.793], [-5.711, -2.385, 5.403], [-5.581, -3.707, 5.372], [-4.495, -1.611, 4.968], [-3.505, -2.246, 4.648], [-4.566, -0.162, 4.944], [-5.694, 0.450, 5.328], [-5.850, 1.767, 5.331], [-7.715, -2.317, 6.111], [-4.678, -3.889, 5.049], [-3.693, 0.382, 4.611], [-6.768, 1.935, 5.644], [7.079, 2.231, -1.253], [6.112, 2.236, -1.993], [6.074, 2.924, -3.274], [4.959, 2.888, -4.016], [4.853, 3.487, -5.196], [3.729, 2.153, -3.557], [2.746, 2.181, -4.272], [3.774, 1.444, -2.289], [4.890, 1.479, -1.551], [5.006, 0.858, -0.380], [6.964, 3.450, -3.590], [3.950, 3.301, -5.524], [2.887, 0.905, -1.984], [5.910, 1.047, -0.063], [-6.562, 6.944, 3.796], [-7.492, 6.318, 4.268], [-7.419, 4.910, 4.629], [-8.499, 4.299, 5.129], [-8.511, 3.014, 5.483], [-9.802, 5.021, 5.331], [-10.738, 4.383, 5.775], [-9.869, 6.433, 4.991], [-8.788, 7.047, 4.493], [-8.774, 8.333, 4.160], [-6.477, 4.399, 4.476], [-9.414, 2.830, 5.808], [-10.805, 6.947, 5.154], [-7.875, 8.518, 3.826], [6.100, 1.661, -13.114], [5.486, 1.741, -12.065], [4.913, 0.604, -11.370], [4.237, 0.788, -10.225], [3.695, -0.217, -9.551], [4.055, 2.162, -9.627], [3.428, 2.261, -8.591], [4.651, 3.298, -10.316], [5.323, 3.106, -11.458], [5.893, 4.095, -12.140], [5.051, -0.374, -11.809], [3.228, 0.155, -8.774], [4.528, 4.275, -9.872], [6.306, 3.678, -12.921]], "forces_ev_per_a": [[-0.0446, 0.0801, 0.1160], [-0.0783, 0.4191, 0.0639], [0.0156, -0.3382, -0.0834], [0.3296, -0.3281, -0.6485], [-0.2259, 0.3586, 0.6876], [0.2195, 0.2492, -0.3453], [0.0894, -0.5877, -0.2836], [-1.0136, 0.6707, 0.5327], [0.0871, -0.2049, 0.1314], [0.4850, 0.2998, 0.3052], [0.4270, -0.5477, -0.5418], [1.0459, -0.1826, -0.1334], [0.3781, -0.4873, 0.2521], [-0.4282, 0.3448, -0.4003], [-0.1662, 0.1674, 0.3005], [0.0417, 0.0901, -0.0687], [-0.0587, -0.0843, -0.0686], [-0.0584, 0.0152, 0.0326], [0.0029, -0.0561, 0.0600], [-0.0487, -0.1735, -0.1721], [-0.2605, 0.1108, 0.4203], [-0.1975, -0.0368, -0.1803], [0.0633, -0.0987, -0.0996], [-0.0465, 0.1584, 0.0082], [-0.1272, -0.0383, 0.1735], [-0.1646, 0.2231, 0.1897], [-0.6083, 0.2219, -0.2826], [0.1302, -0.0544, 0.1824], [0.1650, 0.0817, 0.0909], [-0.3890, -0.1558, -0.1847], [0.0607, -0.0942, 0.1700], [-0.2744, -0.2202, -0.0336], [0.2171, 0.1581, 0.0546], [0.3080, 0.1223, 0.1557], [-0.0742, -0.1664, -0.0182], [-0.0502, 0.1015, -0.1478], [0.2526, 0.2242, -0.0081], [-0.1602, -0.1260, -0.0155], [-0.0095, 0.0033, -0.0290], [-0.0195, -0.0192, -0.0362], [0.0179, -0.0166, 0.0113], [-0.0068, -0.0220, 0.0026], [-0.1754, -0.1096, -0.3090], [0.2901, 0.0974, 0.4558], [0.1544, -0.0675, -0.2041], [0.2568, 0.0588, 0.1207], [-0.2848, -0.0270, 0.0387], [-0.4213, -0.0511, -0.2977], [0.3536, 0.1250, -0.0883], [-0.0219, -0.0232, 0.1482], [-0.3258, -0.0472, -0.1159], [0.1908, 0.0281, 0.0822], [-0.0086, 0.0169, 0.0205], [0.0556, -0.0529, 0.0707], [0.0058, -0.0086, -0.0196], [0.0091, -0.0020, -0.0086], [-0.1290, -0.1016, 0.0852], [-0.1097, -0.3498, 0.0487], [-0.1452, 0.1609, 0.0567], [-0.2185, -0.2469, 0.0592], [0.1661, 0.2113, -0.0351], [-0.0182, 0.5437, -0.0473], [0.1911, -0.2648, -0.0459], [0.2252, -0.2526, -0.0804], [0.2496, 0.4224, -0.1241], [-0.0824, -0.3366, 0.0836], [0.0203, -0.0318, -0.0048], [-0.0219, -0.0471, -0.0295], [-0.0059, 0.0280, 0.0152], [-0.0561, 0.0807, -0.0568], [-0.0639, -0.1143, 0.1399], [0.1450, 0.2331, -0.3324], [0.1144, -0.0281, 0.1544], [0.2536, 0.1731, -0.1862], [-0.1702, -0.1303, 0.1512], [-0.1500, -0.2705, 0.4021], [0.0646, 0.1877, -0.2241], [-0.1430, 0.0113, -0.0851], [-0.2387, -0.1790, 0.1353], [0.1363, 0.1375, -0.0932], [-0.0129, 0.0106, -0.0185], [0.0092, -0.0120, -0.0508], [0.0127, -0.0179, -0.0155], [0.0151, 0.0064, -0.0078], [-0.0890, 0.1531, 0.0019], [0.1711, -0.3364, 0.0418], [0.1201, 0.0502, -0.0510], [0.3063, -0.0780, -0.0848], [-0.1082, 0.3464, -0.0408], [-0.1963, 0.3858, -0.0368], [0.1012, -0.1883, 0.0323], [-0.1102, -0.1343, 0.0682], [-0.2675, 0.2070, 0.0311], [0.1581, -0.1591, -0.0128], [-0.0154, -0.0190, 0.0001], [0.0028, -0.1324, 0.0458], [0.0076, 0.0169, -0.0154], [0.0104, 0.0050, -0.0122], [0.0564, 0.1914, -0.0262], [-0.0958, -0.4457, 0.0699], [0.1039, 0.0718, -0.1683], [0.0040, -0.3534, -0.0527], [0.0637, 0.3783, 0.0246], [0.1184, 0.3551, -0.0340], [0.0142, -0.1559, 0.0442], [-0.0979, -0.0356, 0.1226], [-0.0106, 0.3358, 0.1029], [-0.0062, -0.1857, -0.0449], [-0.0233, -0.0156, 0.0231], [-0.1606, -0.0642, 0.0539], [0.0024, 0.0074, -0.0164], [-0.0008, -0.0231, -0.0142]], "mulliken_charge": [-1.26, -0.20, -0.38, -0.31, 0.08, -0.53, 0.01, 0.22, -0.08, -0.73, -1.24, -0.33, 0.17, -0.45, -0.28, 0.43, 0.22, 0.42, 0.29, 0.48, 0.43, 0.38, 0.58, 0.22, 0.48, 0.21, 0.74, 0.38, -0.62, 1.05, -0.86, 0.39, -0.61, 0.99, -0.59, -1.11, 0.35, -0.57, 0.44, 0.32, 0.44, 0.36, -0.52, 0.86, -0.48, 0.19, -0.32, 0.85, -0.45, -1.01, 0.00, -0.61, 0.46, 0.23, 0.46, 0.33, -0.56, 1.10, -1.01, 0.28, -0.58, 1.00, -0.55, -1.02, 0.26, -0.51, 0.46, 0.34, 0.54, 0.29, -0.63, 0.93, -1.02, 0.30, -0.57, 1.10, -0.61, -1.13, 0.33, -0.53, 0.44, 0.37, 0.66, 0.36, -0.61, 0.94, -0.83, 0.13, -0.47, 0.99, -0.63, -0.98, 0.28, -0.56, 0.52, 0.34, 0.43, 0.37, -0.63, 1.08, -0.90, 0.41, -0.51, 0.99, -0.53, -1.16, 0.41, -0.58, 0.44, 0.32, 0.42, 0.36], "e_homo_ev": -9.37, "lumo_energy_ev": -1.885, "fmax_ev_per_a": 1.3}

---

Entry 2:
{"formula": "C12H24Cl16O4", "method": "wB97M-V/def2-TZVPD", "elements": ["Cl", "C", "Cl", "Cl", "Cl", "Cl", "C", "Cl", "Cl", "Cl", "Cl", "C", "Cl", "Cl", "Cl", "Cl", "C", "Cl", "Cl", "Cl", "C", "C", "O", "H", "H", "H", "H", "H", "H", "C", "C", "O", "H", "H", "H", "H", "H", "H", "C", "C", "O", "H", "H", "H", "H", "H", "H", "C", "C", "O", "H", "H", "H", "H", "H", "H"], "coordinates": [[-1.902, 5.624, 4.012], [-2.016, 4.319, 2.845], [-3.691, 4.104, 2.334], [-0.996, 4.671, 1.415], [-1.495, 2.787, 3.633], [-3.345, -0.347, 3.787], [-3.689, -2.055, 3.621], [-2.138, -2.969, 3.614], [-4.621, -2.632, 4.968], [-4.529, -2.371, 2.078], [4.022, -4.345, -3.516], [2.658, -3.212, -3.683], [2.538, -2.214, -2.247], [2.920, -2.199, -5.126], [1.171, -4.138, -3.929], [0.992, 0.805, 6.475], [0.936, -0.979, 6.347], [1.912, -1.757, 7.614], [-0.747, -1.501, 6.477], [1.554, -1.481, 4.761], [-0.148, 0.267, 1.522], [-0.008, -1.243, 1.428], [0.845, -1.528, 0.295], [-0.633, 0.552, 2.459], [-0.797, 0.624, 0.720], [0.803, 0.794, 1.466], [-0.927, -1.767, 1.159], [0.449, -1.686, 2.308], [0.389, -1.255, -0.508], [-1.005, -2.525, -1.749], [-2.084, -1.469, -1.805], [-1.600, -0.254, -1.258], [-0.784, -2.819, -0.719], [-0.053, -2.123, -2.103], [-1.216, -3.420, -2.334], [-3.001, -1.763, -1.291], [-2.438, -1.357, -2.838], [-0.990, 0.160, -1.885], [-1.275, 1.644, -3.905], [-0.193, 0.586, -4.100], [0.351, 0.230, -2.821], [-1.594, 2.011, -4.885], [-0.882, 2.478, -3.319], [-2.144, 1.317, -3.332], [0.621, 1.010, -4.693], [-0.557, -0.345, -4.528], [1.050, 0.847, -2.538], [3.836, 2.307, -0.052], [2.496, 2.409, -0.742], [2.534, 1.764, -2.029], [3.857, 2.907, 0.859], [4.670, 2.574, -0.700], [3.990, 1.265, 0.238], [2.197, 3.452, -0.921], [1.637, 1.966, -0.238], [3.068, 2.281, -2.638]], "forces_ev_per_a": [[0.0640, 0.1031, -0.0424], [0.0810, -0.5855, -0.0583], [0.0443, 0.1164, -0.0714], [-0.2514, -0.1877, 0.5296], [0.0420, 0.6228, -0.2753], [-0.0372, 0.2109, -0.0558], [0.7339, -0.5348, -0.5803], [-0.3500, 0.2050, -0.1367], [-0.4886, -0.0606, 0.3450], [0.1216, 0.1443, 0.3827], [-0.1619, 0.1671, -0.0249], [0.1643, -0.0976, -0.2075], [0.1742, -0.1085, -0.0521], [0.0248, -0.0154, 0.1956], [0.0807, -0.0113, 0.0473], [0.1388, -0.5560, 0.0499], [-0.0607, 0.0324, -0.1294], [-0.2213, 0.3656, -0.2047], [0.1192, 0.0594, 0.1804], [0.0471, 0.1680, 0.2091], [-0.9292, -0.0358, 0.5544], [0.6217, 0.4025, -1.8649], [0.9099, -0.1237, 0.6262], [0.0751, -0.0466, 0.0079], [0.1295, -0.0350, 0.0017], [0.1940, -0.2814, 0.0799], [-0.4561, 0.3285, 0.7566], [0.0242, -0.0818, -0.0827], [-0.1796, 0.2371, 0.2737], [0.2559, -0.4054, 0.3235], [-0.0118, 0.0059, -0.5225], [-1.2586, -0.2066, 0.6831], [-0.3365, -0.2221, -0.1372], [-0.3328, 0.0126, -0.3890], [-0.2079, 0.0148, 0.0136], [0.1859, 0.0226, 0.4693], [0.2502, 0.3088, -0.1762], [0.3848, -0.2764, -0.0322], [-0.0662, 0.1072, -0.3270], [0.3075, 0.6391, 1.0159], [0.2180, -0.1222, -0.2694], [-0.1294, 0.0784, 0.1601], [0.2319, 0.0868, -0.2251], [0.0197, -0.3722, -0.2292], [-0.1492, -0.2201, -0.3225], [-0.0451, 0.0971, -0.2294], [0.1051, 0.0377, -0.2573], [-0.3529, -0.7199, 0.5482], [-0.2515, 0.8266, -1.0190], [-0.1811, -0.2534, 0.0052], [0.0589, 0.0749, -0.0785], [-0.1246, 0.2697, -0.0882], [0.0863, 0.0451, 0.0328], [0.2166, 0.0041, 0.1982], [0.4092, -0.2512, 0.3242], [0.0629, 0.0168, 0.0753]], "mulliken_charge": [-0.09, 0.30, -0.10, -0.09, -0.04, -0.02, 0.27, -0.10, -0.09, -0.10, -0.12, 0.31, 0.02, -0.12, -0.10, -0.10, 0.33, -0.10, -0.06, -0.07, -0.27, 0.51, -0.68, -0.16, 0.34, 0.11, -0.03, -0.04, 0.12, -0.41, -0.45, -0.52, 0.08, -0.21, 0.49, 0.40, 0.32, 0.37, -1.10, -0.38, -0.14, 0.41, 0.26, 0.33, 0.38, 0.22, 0.14, -1.16, 0.42, -0.51, 0.36, 0.37, 0.28, 0.25, -0.25, 0.24], "e_homo_ev": -9.58, "de_lowest_kj_mol": 0.0, "lumo_energy_ev": 0.106, "fmax_ev_per_a": 2.0}

---

Entry 3:
{"formula": "C2H4ClNO2", "method": "wB97M-V/def2-TZVPD", "elements": ["N", "C", "Cl", "C", "O", "O", "H", "H", "H", "H"], "coordinates": [[-0.998, 0.770, 0.374], [0.302, 0.475, -0.331], [1.576, 1.695, 0.152], [0.793, -0.942, -0.054], [1.950, -1.236, -0.089], [-0.133, -1.877, 0.035], [-1.358, 1.669, 0.088], [-1.156, 0.319, 1.295], [0.086, 0.654, -1.311], [-1.063, -1.528, -0.159]], "forces_ev_per_a": [[1.6623, -1.9205, -1.0424], [-1.6452, 1.0492, 4.7189], [-0.2491, -0.5038, -0.2917], [1.0318, 0.3878, -1.3003], [0.0418, 0.1235, 0.4705], [-2.6934, -0.1591, -0.1359], [-0.1963, -0.2393, 0.8502], [0.2740, 1.3626, -0.9392], [-0.0232, 0.2102, -2.8354], [1.7972, -0.3107, 0.5053]], "mulliken_charge": [-0.54, 0.09, -0.19, 0.50, -0.50, -0.48, 0.19, 0.23, 0.32, 0.37], "e_homo_ev": -10.22, "de_lowest_kj_mol": 7.7, "lumo_energy_ev": 0.410, "fmax_ev_per_a": 5.1}

---

Entry 4:
{"formula": "C3H3Br2N", "method": "wB97M-V/def2-TZVPD", "elements": ["C", "C", "C", "N", "Br", "Br", "H", "H", "H"], "coordinates": [[1.827, -2.010, -0.756], [-0.400, 0.516, 1.006], [-0.922, 0.927, -0.138], [1.024, -1.344, -0.198], [0.086, 2.339, -1.030], [-1.770, -0.224, -1.441], [0.109, -0.724, -0.208], [-0.553, -0.419, 1.584], [0.598, 0.939, 1.181]], "forces_ev_per_a": [[-0.8179, 0.7720, 0.8730], [0.7825, -0.4885, 0.7157], [1.0100, -0.0957, -1.5061], [-0.9428, 0.0782, -1.4165], [-0.8035, -0.3486, 0.2794], [-0.6897, 0.7632, 0.8120], [2.9494, -1.9874, 0.0782], [-0.7154, 0.8614, -0.5845], [-0.7725, 0.4456, 0.7488]], "mulliken_charge": [-0.17, -0.49, -0.05, -0.11, -0.06, -0.04, 0.23, 0.37, 0.33], "e_homo_ev": -10.42, "de_lowest_kj_mol": 294.2, "lumo_energy_ev": -0.748, "fmax_ev_per_a": 3.6}

---

Entry 5:
{"formula": "C3H7N3", "method": "wB97M-V/def2-TZVPD", "elements": ["C", "C", "C", "N", "N", "N", "H", "H", "H", "H", "H", "H", "H"], "coordinates": [[1.365, -0.880, -0.331], [1.376, 1.083, -0.127], [0.182, -1.033, 0.413], [0.178, 1.292, 0.325], [-0.621, 0.171, 0.527], [-1.796, 0.245, -0.395], [2.175, -1.088, 0.223], [1.996, 1.735, -0.680], [-0.521, -1.763, -0.236], [0.280, -1.481, 1.350], [-0.457, 2.191, 0.161], [-2.619, -0.187, 0.056], [-1.538, -0.283, -1.285]], "forces_ev_per_a": [[0.3748, 6.3185, -3.0558], [-1.4667, -5.7395, -0.3462], [-4.0807, -2.1336, -1.7044], [-0.7001, 3.2920, -2.1333], [-3.3976, -0.2945, 0.2568], [1.8352, -0.3463, -0.3742], [3.4228, -1.1924, 1.7202], [0.5059, 1.2604, 0.2537], [1.0855, 1.0723, 1.6049], [0.0833, -0.7153, 1.8661], [1.8310, -2.4831, 0.5654], [1.0638, 0.1873, -0.1860], [-0.5571, 0.7743, 1.5330]], "mulliken_charge": [-0.53, -0.27, -0.45, -0.10, -0.09, -0.62, 0.22, 0.38, 0.23, 0.29, 0.37, 0.28, 0.29], "e_homo_ev": [-6.79, -6.79], "de_lowest_kj_mol": 715.4, "lumo_energy_ev": [0.529, 0.529], "fmax_ev_per_a": 7.0}